Record 1
{
  "formula": "C38H52BClN11O6RbS4Se",
  "method": "ωB97M-V/def2-TZVPD",
  "orbital_gap_ev": 4.8758,
  "mol_weight_g_mol": 1097.87,
  "total_energy_ev": -191464.159,
  "de_lowest_kcal_mol": 23.6,
  "homo_energy_ha": -0.0536,
  "largest_force_ev_per_a": 4.09,
  "lumo_ev": 3.416,
  "total_charge": -2,
  "species": ["Rb", "C", "C", "C", "C", "N", "C", "C", "N", "B", "N", "C", "C", "N", "C", "S", "C", "C", "C", "C", "N", "C", "C", "N", "C", "S", "C", "C", "C", "C", "C", "S", "H", "H", "H", "H", "H", "H", "H", "H", "H", "H", "H", "H", "H", "H", "H", "H", "H", "H", "H", "H", "H", "H", "H", "H", "H", "H", "H", "H", "H", "H", "H", "H", "H", "H", "O", "Cl", "O", "O", "O", "Se", "N", "C", "C", "C", "C", "C", "N", "C", "C", "N", "C", "C", "C", "C", "C", "N", "H", "H", "H", "H", "H", "H", "N", "C", "O", "C", "C", "H", "H", "H", "H", "H", "H", "C", "S", "C", "O", "H", "H", "H", "H", "H", "H"],
  "coordinates": [[-1.37204, -0.62006, -0.41675], [-1.24327, 0.28222, 6.13767], [-0.06430, 0.92192, 5.46605], [0.87141, 1.48474, 6.48161], [-0.44316, 2.13875, 4.54630], [0.66872, -0.08872, 4.67493], [1.85252, -0.60815, 5.08948], [2.21348, -1.54027, 4.20760], [1.23642, -1.71309, 3.26201], [1.51905, -2.89466, 2.25975], [2.69905, -2.52788, 1.34131], [3.68143, -3.37963, 1.02364], [4.42808, -2.81417, 0.07717], [3.83195, -1.62279, -0.26051], [2.74521, -1.43069, 0.53356], [1.74535, -0.09949, 0.67904], [4.32530, -0.76213, -1.43177], [3.17773, -0.54805, -2.42241], [5.46075, -1.53123, -2.10182], [4.86567, 0.54791, -0.86352], [0.22602, -3.50313, 1.60364], [-0.59310, -4.19208, 2.51045], [-1.59037, -4.73379, 1.82486], [-1.42594, -4.43719, 0.47051], [-0.21442, -3.72252, 0.32301], [0.49747, -3.22352, -1.16098], [-2.19548, -5.16396, -0.59662], [-2.68844, -4.14994, -1.63495], [-1.31039, -6.28823, -1.28639], [-3.45828, -5.78102, -0.12977], [0.24565, -0.80138, 3.54346], [-1.30740, -0.76368, 2.78571], [-1.66861, 1.02658, 6.81230], [-0.94338, -0.54450, 6.66913], [-1.93944, -0.00300, 5.36292], [0.29467, 2.16684, 7.14204], [1.60548, 2.06017, 6.00331], [1.31618, 0.73175, 7.22187], [-0.72530, 2.99828, 5.19693], [-1.21661, 1.93401, 3.77265], [0.45535, 2.43122, 4.01270], [2.39346, -0.34586, 5.97415], [3.14035, -2.10011, 4.20010], [1.92593, -3.77647, 2.95498], [3.84284, -4.24488, 1.61757], [5.15442, -3.24834, -0.45050], [2.77105, -1.54939, -2.68769], [3.54930, -0.19143, -3.39497], [2.42591, 0.06546, -2.02656], [5.18085, -2.47522, -2.66088], [6.22385, -1.61870, -1.37689], [5.80623, -0.78967, -2.79133], [4.07613, 1.16868, -0.44181], [5.43855, 1.14272, -1.56661], [5.59833, 0.32128, -0.06432], [-0.46755, -4.25478, 3.58648], [-2.49826, -5.20693, 2.16364], [-1.87499, -3.84839, -2.29046], [-3.13376, -3.25537, -1.09261], [-3.47270, -4.52279, -2.26925], [-0.30210, -5.89108, -1.60889], [-1.99353, -6.53856, -2.16880], [-1.29072, -7.10234, -0.60685], [-4.17025, -4.93205, 0.32185], [-3.39091, -6.57130, 0.65891], [-4.02490, -6.30643, -0.93072], [-5.66686, -2.02781, -2.48876], [-4.97595, -1.00593, -1.71244], [-4.49860, -1.57219, -0.47978], [-3.85004, -0.56349, -2.46909], [-5.78132, 0.11045, -1.39892], [0.41694, 7.89605, -0.25564], [-0.89502, 6.95606, 0.52113], [-0.78791, 5.64000, -0.08438], [-1.96493, 4.76839, 0.22237], [-2.37377, 4.62641, 1.51654], [-3.19392, 3.52905, 1.80070], [-3.39468, 2.56021, 0.85498], [-3.09617, 2.76941, -0.42500], [-2.43406, 3.85615, -0.79807], [-1.95379, 3.93175, -2.16974], [-2.44894, 2.85008, -2.94588], [-1.97143, 2.76919, -4.13098], [-0.92073, 3.55570, -4.61573], [-0.47671, 4.62193, -3.83005], [-1.02225, 4.86008, -2.58813], [-0.49433, 5.85407, -1.58106], [0.02334, 6.92988, -1.95503], [-2.03903, 5.22385, 2.30462], [-3.45516, 3.41744, 2.85748], [-3.92433, 1.64170, 1.10955], [-2.27727, 1.84966, -4.60262], [-0.34828, 3.40268, -5.51277], [0.30021, 5.30892, -4.27197], [2.18983, 4.43208, -2.17490], [1.35597, 3.41047, -1.67673], [1.19831, 2.42907, -2.35352], [0.79945, 3.57170, -0.32927], [0.57685, 4.98325, 0.27720], [2.44949, 4.39438, -3.15326], [2.14630, 5.27490, -1.57050], [1.50023, 2.95727, 0.30296], [-0.24236, 3.09280, -0.27616], [0.46415, 4.69495, 1.31885], [1.33611, 5.72836, 0.17859], [-1.67353, -1.95221, -5.07807], [-0.33279, -0.76862, -5.34982], [-0.07371, -0.34436, -3.69605], [0.82209, -1.58969, -5.79765], [-1.19260, -2.70265, -4.46086], [-1.83944, -2.28820, -6.08295], [-2.54382, -1.44511, -4.66377], [-0.96876, -0.09858, -3.19482], [0.61969, 0.47668, -3.60205], [0.44298, -1.17965, -3.26718]],
  "forces_ev_per_angstrom": [[-0.4, 0.2, -0.2], [-0.9, 2.0, -1.2], [-0.3, 0.5, -1.4], [-0.5, -0.6, 3.0], [-0.4, -0.2, 0.3], [-1.2, -0.4, -1.0], [1.1, -0.3, 0.1], [0.9, -0.8, 0.0], [-0.5, 0.9, 0.6], [-0.2, 0.2, -0.2], [-2.4, 0.9, 0.3], [0.8, -0.4, 0.6], [-2.0, 0.7, 0.8], [0.3, 1.0, -1.2], [0.6, -0.2, 0.3], [-0.1, 0.7, -0.4], [-0.9, -0.7, 0.6], [1.1, -2.0, -1.0], [-1.2, 0.2, -0.8], [0.6, -0.1, 0.9], [0.3, -0.4, 0.1], [0.2, 0.5, -0.2], [-1.0, -0.2, -0.9], [0.8, -0.4, 0.1], [-1.0, -0.2, 0.7], [-0.1, -0.4, 0.7], [1.4, 0.4, -1.7], [0.4, 1.7, 0.5], [-1.3, 2.2, -1.2], [-2.9, 0.1, 2.7], [-0.3, -0.7, 0.1], [0.8, 0.3, 0.8], [-0.3, -0.1, 0.0], [0.7, -2.0, 1.4], [-0.4, -0.2, 0.0], [0.2, -0.2, -0.5], [1.4, 0.7, -0.5], [-0.5, 0.9, -1.2], [-0.1, -0.6, -0.5], [0.4, 0.0, 0.8], [0.2, 0.1, -0.1], [0.0, 0.3, -0.1], [-0.3, 0.0, -0.1], [0.2, -0.3, 0.3], [0.0, -0.7, 0.0], [2.8, -1.2, -1.8], [0.0, 0.5, 0.4], [0.0, 0.4, 0.4], [-1.0, 0.9, 0.4], [0.3, 1.1, 0.9], [1.1, -0.7, 0.6], [0.5, 0.1, -0.9], [-0.1, -0.1, 0.0], [-0.2, 0.0, -0.6], [-0.4, 0.0, -0.1], [0.3, 0.5, -0.4], [0.3, -0.1, 0.0], [0.0, 0.3, 0.1], [0.6, -1.0, -0.8], [-0.4, -0.5, -0.1], [-1.2, -0.6, 0.4], [1.4, -0.1, 0.9], [0.5, -1.0, 0.5], [1.4, -1.8, -1.0], [0.4, 0.6, -0.3], [0.6, 0.8, 0.2], [-0.1, 0.6, 0.6], [0.0, -1.0, -0.5], [0.4, -0.7, 0.9], [1.4, 0.3, -0.8], [-1.4, 0.7, 0.0], [-0.5, 0.1, -0.9], [-0.3, -0.5, 0.2], [1.3, 1.3, -0.2], [0.9, -0.3, -1.8], [-1.3, -1.7, -1.0], [0.9, 0.6, 1.6], [-1.1, 0.4, -0.4], [-0.1, -0.7, -0.3], [0.5, 0.6, 3.0], [-1.5, -2.4, -1.1], [0.4, 3.1, 2.6], [1.4, -1.3, -1.2], [0.5, 1.6, 0.7], [0.6, 0.5, -2.3], [0.2, -0.2, 1.3], [-2.5, 0.2, -1.2], [1.3, 1.0, -0.1], [0.6, 1.2, 0.8], [-0.2, -0.4, -0.4], [0.2, 0.0, -0.2], [-0.2, 0.0, -0.9], [-0.4, -0.5, -0.5], [-0.8, -0.8, 0.9], [-1.0, -0.2, 2.5], [1.7, 1.5, -1.9], [-0.5, -1.6, -0.6], [-1.0, -0.2, 1.4], [-1.1, -2.7, 1.3], [-0.2, 0.3, 0.5], [0.4, -0.5, -1.6], [-0.7, 0.5, -0.3], [1.8, 0.1, -0.2], [0.2, 0.6, 0.6], [0.7, 0.2, -0.1], [0.9, 0.9, -0.1], [-1.0, 0.4, -1.3], [1.5, 0.2, 0.6], [0.5, -0.2, -0.1], [-0.4, -0.4, 0.2], [-0.4, -0.5, -0.4], [0.0, -0.2, 0.2], [-1.2, 0.2, 0.4], [0.1, 0.5, -0.2], [0.0, -0.8, 0.6]]
}

***

Record 2
{
  "formula": "C38H52Cl3INO22S2",
  "method": "ωB97M-V/def2-TZVPD",
  "orbital_gap_ev": 6.8066,
  "mol_weight_g_mol": 1172.22,
  "total_energy_ev": -154112.657,
  "homo_energy_ha": -0.4218,
  "largest_force_ev_per_a": 3.84,
  "lumo_ev": -4.672,
  "total_charge": 1,
  "species": ["C", "C", "C", "Cl", "C", "I", "C", "C", "C", "S", "C", "N", "C", "Cl", "C", "C", "Cl", "C", "C", "C", "O", "C", "C", "C", "S", "H", "H", "H", "H", "H", "H", "H", "H", "H", "H", "H", "H", "H", "H", "H", "H", "H", "H", "H", "H", "H", "H", "H", "H", "C", "C", "O", "C", "O", "O", "H", "H", "H", "H", "C", "C", "O", "C", "O", "O", "H", "H", "H", "H", "C", "C", "O", "C", "O", "O", "H", "H", "H", "H", "C", "C", "O", "C", "O", "O", "H", "H", "H", "H", "C", "C", "O", "C", "O", "O", "H", "H", "H", "H", "C", "C", "O", "C", "O", "O", "H", "H", "H", "H", "C", "C", "O", "C", "O", "O", "H", "H", "H", "H"],
  "coordinates": [[-5.26931, -0.30258, -2.69429], [-4.16963, -1.05776, -2.49100], [-2.71862, -0.53226, -2.72566], [-1.91408, -2.02999, -3.26610], [-2.20604, -0.01332, -1.32474], [-3.36786, -0.68976, 0.41991], [-0.74125, -0.28715, -0.90028], [0.07081, 0.98377, -0.57050], [1.55633, 0.68893, -0.91013], [2.32144, -0.57162, 0.12919], [-2.69095, 1.40163, -1.42025], [-2.93181, 1.77916, -2.61715], [-3.46698, 3.08403, -2.83550], [-5.13421, 3.16529, -3.35195], [-2.84006, 4.21468, -2.64050], [-1.43068, 4.34101, -2.13993], [-3.63049, 5.70671, -2.94448], [-2.63465, 0.71942, -3.62424], [-3.41285, 0.75626, -4.96039], [-3.79932, -0.61100, -5.51943], [-3.05775, -1.30454, -6.09117], [-1.13132, 0.70071, -4.10665], [-0.55553, 2.08817, -4.42007], [0.46868, 2.06509, -5.56945], [-0.12799, 1.30142, -7.10549], [-6.02865, -0.66465, -3.37603], [-5.36615, 0.63340, -2.15265], [-4.30368, -2.08920, -2.18622], [-0.18140, -0.86627, -1.63366], [-0.74465, -0.88693, -0.00267], [0.06049, 1.22806, 0.48949], [-0.19941, 1.82610, -1.21164], [1.55119, 0.34675, -1.94534], [2.09186, 1.63517, -0.88691], [1.89481, -1.72794, -0.42564], [-2.84024, 2.06581, -0.58150], [-1.23653, 3.60939, -1.36433], [-0.69523, 4.34933, -2.93435], [-1.36069, 5.31378, -1.65585], [-4.30735, 1.37853, -4.94594], [-2.74402, 1.20333, -5.69772], [-4.83022, -0.97301, -5.34286], [-1.12755, 0.04480, -4.97256], [-0.47063, 0.26140, -3.35933], [-1.33204, 2.81153, -4.67495], [-0.00143, 2.37518, -3.52947], [1.39402, 1.59511, -5.23886], [0.74450, 3.08811, -5.81348], [0.07614, -0.00860, -6.84650], [5.93124, 1.64180, -2.04427], [5.94059, 0.14059, -2.17813], [4.59589, -0.13946, -2.58516], [4.09806, 0.97505, -3.16670], [3.05728, 1.01937, -3.75632], [4.92072, 2.03055, -2.99327], [6.89136, 2.09082, -2.29275], [5.62405, 1.97299, -1.04580], [6.62217, -0.21260, -2.95451], [6.17619, -0.36353, -1.24406], [-3.49560, -6.41229, -1.44657], [-4.40277, -5.28885, -1.88665], [-4.76223, -4.67542, -0.64225], [-3.79267, -4.97170, 0.25973], [-3.70279, -4.48145, 1.34084], [-2.93783, -5.89855, -0.23162], [-2.71357, -6.63310, -2.16860], [-4.04143, -7.32997, -1.22276], [-3.88624, -4.55234, -2.50710], [-5.28601, -5.63944, -2.41467], [3.51618, 5.27397, 1.31521], [3.17221, 4.48976, 2.55665], [3.43085, 3.13839, 2.14551], [4.31747, 3.17710, 1.12877], [4.86948, 2.22109, 0.67550], [4.50443, 4.44464, 0.68772], [3.92107, 6.25874, 1.53524], [2.66681, 5.38215, 0.63735], [3.82209, 4.73135, 3.39932], [2.13707, 4.61135, 2.86167], [-2.69495, -6.39303, 4.84384], [-1.89519, -5.91783, 3.65561], [-0.54688, -6.13174, 4.08442], [-0.56187, -7.09577, 5.03960], [0.40466, -7.62032, 5.48588], [-1.83617, -7.38064, 5.42304], [-3.65107, -6.82830, 4.56397], [-2.86707, -5.60135, 5.57698], [-2.08065, -6.51289, 2.76016], [-2.06728, -4.87085, 3.42381], [-1.71670, -7.21747, 8.67119], [-0.40247, -6.81151, 9.29174], [-0.80459, -5.82768, 10.24912], [-2.10646, -6.06145, 10.56647], [-2.69063, -5.52728, 11.44959], [-2.64817, -6.98834, 9.73103], [-1.73188, -8.25899, 8.36081], [-1.98926, -6.59098, 7.82145], [0.08637, -7.63541, 9.81467], [0.29307, -6.38998, 8.56990], [-1.52964, 1.87046, 4.84289], [-1.36493, 1.18030, 3.51057], [-1.04694, 2.26697, 2.63498], [-0.52113, 3.26579, 3.39048], [-0.00266, 4.23884, 2.94139], [-0.66383, 3.00484, 4.70745], [-1.22821, 1.24967, 5.68239], [-2.54817, 2.22447, 5.01085], [-0.53517, 0.47023, 3.50591], [-2.26330, 0.67340, 3.17083], [6.93648, 5.41846, -1.35590], [6.90851, 6.60977, -2.28424], [7.97390, 7.41729, -1.78396], [8.84074, 6.60246, -1.12029], [9.90898, 6.93116, -0.72997], [8.30907, 5.35773, -0.96716], [6.63207, 4.49599, -1.84563], [6.32469, 5.56511, -0.46658], [7.12526, 6.33985, -3.32001], [5.96474, 7.14992, -2.25068]],
  "forces_ev_per_angstrom": [[0.6, -0.2, 0.3], [-0.3, 0.7, -0.9], [-2.0, -1.3, 3.0], [0.4, 0.6, 0.0], [0.0, 0.0, 0.4], [-0.2, -0.1, -0.2], [0.2, 1.0, 0.4], [1.2, -0.8, -0.3], [-1.3, -0.2, -0.7], [0.4, 0.1, 0.6], [1.2, -0.9, 0.5], [-0.3, 0.5, 0.0], [-2.0, -0.5, -1.2], [0.3, -0.6, 0.1], [1.5, 1.2, 0.3], [-0.5, 0.8, 0.5], [0.1, 0.0, 0.0], [1.8, -1.5, -1.5], [-0.7, 0.6, 0.1], [-2.0, 1.2, 1.7], [2.3, -1.7, -1.7], [0.0, 1.1, 0.7], [0.2, -0.7, -0.6], [0.1, -0.4, 0.3], [-0.1, 0.1, -0.2], [-1.1, -0.5, 1.4], [0.2, 0.8, -1.4], [0.4, -0.6, -1.4], [-0.4, 0.0, -0.4], [0.0, -0.3, 0.0], [-0.6, 0.3, 0.0], [-0.2, 0.1, 0.2], [0.4, 0.1, -0.1], [0.5, -0.2, 0.3], [-0.1, 0.5, -0.2], [0.0, 0.1, 0.1], [0.4, -0.2, -0.2], [0.1, -0.3, -0.1], [0.1, 0.0, 0.1], [0.0, -0.2, 0.3], [0.0, 0.0, -0.1], [-0.1, 0.4, 0.0], [0.0, 0.0, 0.0], [-0.1, -0.1, 0.0], [-0.1, 0.1, 0.1], [-0.1, 0.5, 0.1], [-0.1, -0.1, -0.1], [-0.1, 0.1, -0.2], [0.1, 0.3, 0.2], [0.4, 0.2, 0.5], [0.4, -0.2, 0.1], [-0.3, 0.4, -0.3], [0.3, -0.1, 0.1], [-0.1, 0.0, 0.1], [-0.3, -0.3, -0.1], [-0.1, 0.1, -0.2], [0.1, -0.2, -0.5], [-0.1, 0.0, 0.0], [-0.2, -0.1, 0.0], [0.1, -0.3, -0.2], [-0.1, 0.0, -0.3], [0.3, 0.0, 0.1], [0.0, 0.0, 0.0], [0.0, 0.1, 0.0], [-0.2, 0.2, 0.0], [0.1, 0.1, 0.2], [0.0, 0.0, 0.0], [0.0, 0.0, 0.0], [-0.1, 0.1, 0.2], [-0.1, 0.3, 0.0], [-0.2, 0.3, 0.4], [0.2, 0.1, -0.3], [0.0, 0.0, 0.2], [-0.3, 0.1, 0.3], [-0.1, -0.2, 0.1], [0.2, -0.1, -0.1], [0.0, -0.1, 0.0], [0.1, -0.1, -0.1], [0.0, -0.2, -0.1], [-0.3, 0.0, 0.0], [-0.1, 0.2, -0.2], [-0.1, -0.2, 0.2], [0.1, 0.0, 0.0], [0.0, 0.0, 0.1], [0.2, 0.2, -0.2], [0.1, -0.2, 0.1], [0.0, 0.0, 0.0], [0.0, 0.0, 0.0], [0.2, 0.0, 0.0], [0.0, -0.2, -0.2], [0.3, -0.1, -0.1], [-0.3, -0.1, -0.1], [0.0, 0.0, 0.1], [0.0, 0.0, 0.0], [0.2, 0.2, 0.1], [-0.2, 0.0, 0.1], [0.0, 0.0, 0.0], [-0.1, 0.0, 0.0], [0.0, 0.1, 0.1], [-0.2, -0.1, 0.2], [0.0, -0.4, 0.0], [0.0, 0.2, 0.1], [0.0, 0.0, 0.2], [-0.1, 0.0, -0.1], [0.0, 0.0, -0.4], [0.2, 0.2, 0.0], [0.0, 0.0, 0.0], [0.0, 0.1, 0.0], [0.0, 0.1, -0.1], [-0.2, -0.1, 0.0], [-0.2, 0.0, -0.2], [0.0, -0.2, 0.1], [0.1, 0.0, 0.0], [0.0, 0.0, 0.0], [0.0, 0.2, -0.1], [0.1, -0.1, 0.1], [0.0, 0.0, 0.0], [0.0, 0.0, 0.0], [0.1, 0.2, 0.1]]
}